No. 1
A cluster of 2 separate species, C2H5IN2O in total in a non-equilibrium geometry, computed with ωB97M-V/def2-TZVPD.

```
11
Properties=species:S:1:pos:R:3:forces:R:3
C 0.2355 2.2992 -1.4861 0.108 0.603 0.196
C -0.1020 -0.9219 0.6886 -0.279 -2.725 2.593
N 1.2652 2.2849 -0.8955 2.592 -1.816 1.226
N 0.4856 -0.7761 -0.5596 1.982 0.523 -1.661
O -0.7578 2.5271 -2.0488 -0.904 0.053 -0.476
I -0.6002 -0.8964 -2.1792 -0.250 -0.296 -0.033
H -1.0977 -1.4584 0.6584 0.969 0.184 0.481
H 0.7172 -1.5716 1.3291 -2.097 1.112 -1.381
H -0.2407 -0.0622 1.3294 -0.133 0.886 -0.108
H -0.9301 0.6481 -2.6288 -0.336 -0.158 -0.108
H 1.8690 1.4557 -0.5932 -1.652 1.634 -0.730
```
Forces are in eV/Å.

Computed properties:
E_HOMO: -8.14 eV
Orbital gap: 8.230 eV
LUMO level: 0.09 eV
Spin multiplicity: 1
Electronic energy: -561.4839 Eh

Atom charges from the Mulliken analysis, given in e for atoms 1 to 8:
1. C 0.56
2. C -0.57
3. N -0.46
4. N -0.57
5. O -0.47
6. I 0.29
7. H 0.27
8. H 0.19

No. 2
A cluster of 2 separate species, C56H60N5O in total in a non-equilibrium geometry, computed with ωB97M-V/def2-TZVPD.

```
122
Properties=species:S:1:pos:R:3:forces:R:3
C 7.1358 -2.9092 -6.7862 0.119 0.022 0.051
C 6.8338 -4.3114 -6.2227 -0.006 -0.068 -0.054
C 5.7630 -4.1354 -5.1375 0.043 -0.429 0.284
N 5.4091 -2.7252 -5.1420 -0.409 0.311 0.623
C 4.5116 -2.1743 -4.2745 -0.077 -0.017 -0.410
C 3.8565 -2.9488 -3.2671 -0.121 -0.037 0.214
C 2.8906 -2.3862 -2.4456 0.241 0.324 -0.114
C 2.4437 -1.0485 -2.6352 -0.005 0.073 -0.367
C 1.3513 -0.4399 -1.8995 1.368 -0.028 -1.925
C 0.4804 0.4189 -2.6306 -0.039 -0.040 -0.508
C 0.1719 0.0589 -3.9942 0.576 0.183 0.134
C -0.5581 0.8602 -4.8370 -0.061 -0.104 0.014
C -1.0220 2.1275 -4.3887 -0.169 0.413 -0.378
N -1.7234 2.9536 -5.2179 0.618 -0.906 0.712
C -1.9829 4.3372 -4.8851 -0.305 0.492 0.260
C -2.7092 4.9289 -6.1041 0.431 0.142 0.063
C -3.0181 3.7578 -7.0426 -0.156 -0.269 0.047
C -2.1838 2.5668 -6.5419 0.121 -0.072 -0.553
C -0.7035 2.5268 -3.0563 0.269 -0.216 0.432
C -0.0307 1.6792 -2.1915 -0.196 -0.012 -0.040
C 3.1425 -0.2783 -3.6147 -0.395 -0.164 -0.113
C 4.1583 -0.7978 -4.3842 0.099 0.004 -0.004
C 6.1626 -1.9374 -6.1078 0.020 0.339 -0.264
H 8.1663 -2.6189 -6.5589 -0.187 -0.057 -0.147
H 7.0044 -2.8852 -7.8714 0.120 0.018 0.197
H 6.4634 -4.9718 -7.0122 0.138 0.063 0.171
H 7.7353 -4.7594 -5.7935 -0.207 0.005 -0.172
H 4.8860 -4.7689 -5.3426 0.116 0.247 0.084
H 6.1533 -4.4341 -4.1524 -0.108 0.104 -0.174
H 4.1281 -4.0020 -3.1434 -0.157 0.471 -0.014
H 2.4072 -2.9707 -1.6645 0.160 -0.075 -0.207
H 1.3342 -0.6161 -0.8427 -0.420 0.159 0.203
H 0.5597 -0.8886 -4.3739 -0.209 0.255 0.144
H -0.7305 0.5498 -5.8710 -0.047 0.043 0.481
H -2.6028 4.4085 -3.9808 0.083 -0.050 -0.134
H -1.0464 4.8766 -4.6799 -0.150 -0.177 -0.018
H -3.6107 5.4510 -5.7904 0.037 0.051 -0.110
H -2.0470 5.6478 -6.5932 -0.182 -0.021 0.031
H -4.0775 3.5022 -6.9945 0.056 0.037 -0.064
H -2.7734 3.9937 -8.0808 -0.117 -0.047 0.153
H -1.3350 2.3804 -7.2179 -0.076 0.039 0.187
H -2.7782 1.6415 -6.5143 0.181 0.219 0.156
H -0.9834 3.5224 -2.7066 0.031 -0.416 -0.082
H 0.1730 1.9874 -1.1655 -0.059 -0.052 -0.279
H 2.8599 0.7682 -3.7422 0.116 -0.290 0.043
H 4.6709 -0.1499 -5.1033 -0.233 -0.329 0.359
H 6.7073 -1.1208 -5.6126 -0.172 -0.158 0.003
H 5.4962 -1.4738 -6.8507 0.017 -0.107 0.219
C -3.1778 -5.5560 3.2407 -0.025 -0.205 -0.150
C -2.3742 -4.2945 3.3848 0.128 0.071 -0.014
C -2.6634 -3.4005 4.4126 0.435 0.387 -0.013
C -1.9950 -2.1739 4.5314 -0.426 -0.318 -0.271
C -2.4117 -1.2736 5.6599 -0.240 0.209 0.367
C -0.9965 -1.8806 3.5850 -0.354 -0.841 -0.321
N -0.4486 -0.5661 3.4676 0.073 1.726 0.175
C 0.1279 0.1707 4.4962 -0.089 0.250 -1.041
C 0.5498 -0.4036 5.7716 0.427 0.026 1.127
C 0.4979 0.4355 6.9086 -0.083 -0.607 -0.339
C 0.7668 -0.0938 8.1704 0.128 -0.089 -0.165
C 1.1256 -1.4436 8.3016 -0.036 0.123 -0.205
C 1.2589 -2.2587 7.1683 0.024 0.291 0.158
C 0.9992 -1.7375 5.9034 -0.256 0.511 -0.180
N 0.2773 1.4212 4.1416 -0.224 -0.532 -0.285
N -0.1452 1.5006 2.8152 -0.649 -1.226 1.300
C -0.0520 2.7880 2.1828 -0.235 1.341 -0.148
C 1.1797 3.4557 2.3103 -0.399 0.006 -0.246
C 2.3636 2.7803 2.9094 0.801 0.149 0.184
C 1.2821 4.7817 1.8898 -0.174 -0.071 -0.025
C 0.1900 5.4788 1.3696 0.050 -0.373 -0.009
C 0.3351 6.9088 0.9309 -0.005 0.199 -0.065
C -1.0290 4.8087 1.2742 0.369 0.052 -0.033
C -1.1823 3.4845 1.6926 0.426 -0.176 0.362
C -2.5556 2.9054 1.6953 -0.558 -0.129 -0.322
C -0.6489 0.3212 2.4232 1.652 -0.280 0.369
C -0.9459 -0.0573 1.0191 -3.875 -1.710 -2.039
O -0.0129 -0.0767 0.1536 0.275 1.003 1.449
C -2.2679 -0.5065 0.6484 3.110 1.079 1.534
C -2.4734 -0.9155 -0.7653 -0.293 -0.275 -0.412
C -3.2960 -0.7562 1.6234 -1.290 -0.302 0.596
C -3.4829 0.0032 2.8024 0.051 -0.045 -0.403
C -4.5985 -0.1773 3.6117 0.092 -0.327 -0.092
C -5.4985 -1.2061 3.3321 -0.224 0.001 0.202
C -5.2997 -2.0307 2.2200 0.105 0.125 0.101
C -4.2341 -1.7979 1.3697 0.547 0.354 -0.071
C -0.5697 -2.8328 2.6549 -0.627 -0.235 0.074
C 0.6634 -2.6533 1.8351 0.500 -0.184 -0.400
C -1.3169 -4.0070 2.5219 0.020 0.112 0.377
H -2.8767 -6.0888 2.3304 -0.150 0.029 0.236
H -3.0327 -6.2272 4.1000 -0.020 0.194 -0.228
H -4.2503 -5.3301 3.1750 0.235 -0.042 0.004
H -3.4459 -3.6394 5.1359 0.179 0.086 -0.230
H -2.3845 -0.2047 5.4051 0.075 -0.305 0.072
H -3.4470 -1.5120 5.9561 0.419 0.130 -0.181
H -1.7763 -1.4366 6.5459 -0.138 0.084 -0.297
H 0.2199 1.4813 6.7671 0.002 -0.322 0.156
H 0.6959 0.5547 9.0484 0.056 -0.314 -0.302
H 1.3282 -1.8571 9.2909 -0.090 0.124 -0.290
H 1.5699 -3.3024 7.2721 -0.082 0.434 -0.034
H 1.1463 -2.3555 5.0145 -0.178 0.154 0.327
H 3.2006 3.4861 2.8965 -0.017 -0.259 -0.014
H 2.1754 2.4871 3.9479 0.187 0.124 -0.371
H 2.6534 1.8883 2.3413 -0.071 0.066 0.117
H 2.2406 5.2968 1.9848 -0.222 -0.204 0.003
H -0.5965 7.2796 0.4941 0.146 -0.023 0.061
H 0.5979 7.5622 1.7719 -0.063 -0.156 -0.112
H 1.1310 7.0171 0.1836 -0.153 -0.060 0.127
H -1.8963 5.3497 0.8871 0.193 -0.248 0.147
H -3.2326 3.5455 1.1145 0.179 -0.137 0.147
H -2.5691 1.9127 1.2330 -0.118 0.181 0.135
H -2.9821 2.8403 2.7070 0.234 -0.006 -0.227
H -3.5537 -0.9214 -1.0072 0.549 -0.012 0.030
H -1.9623 -0.2321 -1.4555 -0.035 -0.218 0.177
H -2.0787 -1.9373 -0.9383 -0.095 0.336 -0.147
H -2.7436 0.7720 3.0505 -0.696 -0.228 -0.028
H -4.7534 0.4838 4.4672 0.024 -0.275 -0.188
H -6.3549 -1.3699 3.9901 0.220 0.077 -0.247
H -5.9774 -2.8541 1.9981 0.053 0.209 0.154
H -4.0661 -2.4299 0.4889 -0.237 0.237 0.443
H 1.2066 -3.6093 1.7894 -0.138 0.252 0.073
H 0.4405 -2.3617 0.8018 0.032 0.114 0.237
H 1.3379 -1.9099 2.2753 -0.116 -0.070 -0.225
H -1.0442 -4.7153 1.7391 -0.019 0.086 0.209
```
Forces are in eV/Å.

Computed properties:
E_HOMO: -8.30 eV
Net charge: +1
Orbital gap: 4.827 eV
LUMO level: -3.47 eV
Spin multiplicity: 1
Electronic energy: -2518.7017 Eh

Atom charges from the Mulliken analysis, given in e for atoms 1 to 8:
1. C -0.58
2. C -0.59
3. C -0.72
4. N 0.08
5. C 1.47
6. C -0.68
7. C -0.80
8. C -0.54

No. 3
A cluster of 2 separate species, C3H9NO3S in total in a non-equilibrium geometry, computed with ωB97M-V/def2-TZVPD.

```
17
Properties=species:S:1:pos:R:3:forces:R:3
C 0.3684 1.3771 -0.6747 -2.975 -0.441 1.320
C -2.9480 -0.6082 -0.4907 -0.616 0.737 -1.477
C 0.8379 0.8102 0.6088 1.094 -2.924 -6.397
N 0.8488 1.2564 1.7562 0.650 0.346 5.746
O 2.0424 -1.3962 1.7180 -0.197 1.153 -0.418
O 2.8265 -0.6159 -0.4828 1.960 -0.466 0.114
O 0.6399 -1.7224 -0.2341 -0.512 -0.144 -1.380
S 1.5477 -0.8864 0.4523 0.727 0.665 2.054
H 0.9143 1.0248 -1.5015 0.753 -0.093 -1.087
H 0.1920 2.4684 -0.6408 0.433 -0.610 -0.069
H -0.6486 0.8572 -0.6766 0.769 1.050 -0.975
H -2.7149 0.3367 0.0387 -0.723 -0.360 -0.341
H -3.7149 -1.2196 0.0166 0.741 0.251 -0.047
H -3.3070 -0.4430 -1.5669 0.312 0.219 1.604
H -1.9822 -1.0598 -0.6263 0.253 -0.882 0.294
H 1.3315 0.6448 2.4075 0.147 1.099 1.482
H 3.7664 -0.8242 -0.1035 -2.816 0.402 -0.424
```
Forces are in eV/Å.

Computed properties:
E_HOMO (alpha / beta): -6.08 / -11.49 eV
Orbital gap (alpha / beta): 6.444 / 7.930 eV
LUMO level (alpha / beta): 0.37 / -3.56 eV
Spin multiplicity: 3
⟨S²⟩: 2.008
Electronic energy: -798.1487 Eh

Atom charges from the Mulliken analysis, given in e for atoms 1 to 8:
1. C -0.78
2. C -0.76
3. C 0.37
4. N -0.41
5. O -0.68
6. O -0.52
7. O -0.53
8. S 1.15

No. 4
A cluster of 2 separate species, C5H13N in total in a non-equilibrium geometry, computed with ωB97M-V/def2-TZVPD.

```
19
Properties=species:S:1:pos:R:3:forces:R:3
C 1.3249 0.3349 2.0442 -0.413 0.120 -0.232
N 0.7665 0.7955 0.7967 -0.219 1.150 0.127
C 1.3787 0.2486 -0.3819 -0.272 -0.536 0.239
C -0.6967 1.0378 0.8176 1.561 -0.873 0.680
H 0.9652 -0.6691 2.3167 0.062 -0.104 0.141
H 1.0558 1.0351 2.8346 -0.108 -0.064 0.166
H 2.4136 0.3202 1.9969 0.011 -0.067 -0.124
H 1.2097 -0.8342 -0.4842 -0.301 -0.057 -0.307
H 2.4650 0.3228 -0.3311 0.073 0.448 0.078
H 1.0074 0.7851 -1.2541 0.077 -0.205 -0.135
H -1.2284 0.1280 1.1336 -0.212 -0.065 -0.380
H -0.8901 1.7515 1.6180 -0.076 0.350 -0.205
H -1.0408 1.3871 -0.1524 -0.037 0.017 0.097
C -1.6199 -1.3940 -1.2422 -0.516 -0.107 -1.184
C -1.2457 -0.7878 -2.3691 -0.047 -0.280 0.690
H -1.2452 -2.3723 -0.9783 0.313 0.065 0.200
H -2.4745 -1.0433 -0.6827 0.079 0.166 0.205
H -0.4439 -1.1775 -2.9771 0.090 -0.072 -0.084
H -1.7015 0.1317 -2.7052 -0.064 0.113 0.028
```
Forces are in eV/Å.

Computed properties:
E_HOMO: -7.83 eV
Orbital gap: 8.952 eV
LUMO level: 1.12 eV
Spin multiplicity: 1
Structure (SMILES): CN(C)C.C=C
Electronic energy: -252.9890 Eh

Atom charges from the Mulliken analysis, given in e for atoms 1 to 8:
1. C -0.97
2. N 0.00
3. C -0.84
4. C -0.81
5. H 0.32
6. H 0.30
7. H 0.30
8. H 0.26

Q: Among the records above, which one has the lowest electronic energy?
A: C56H60N5O